[1]
{"formula": "C6H8NO2P", "method": "the ωB97M-V functional and the def2-TZVPD basis", "e_homo_ev": -7.766, "homo_lumo_gap_ev": 7.0, "e_above_lowest_kj_mol": 312.5, "species": ["C", "C", "C", "C", "C", "C", "N", "O", "O", "P", "H", "H", "H", "H", "H", "H", "H", "H"], "positions_angstrom": [[2.149, 0.940, -0.351], [2.571, 0.065, -1.201], [0.893, 0.515, 0.171], [1.496, -1.035, -1.180], [-1.455, -0.888, 1.684], [-2.189, 0.434, -0.814], [0.474, -0.552, -0.329], [0.100, 1.255, 0.915], [1.494, -2.091, -1.728], [-1.501, 0.655, 0.710], [2.570, 1.898, -0.128], [3.470, 0.001, -1.830], [-1.302, -1.694, 0.850], [-2.189, -1.239, 2.319], [-0.523, -0.770, 2.183], [-2.203, -0.601, -1.125], [-1.977, 1.274, -1.451], [-1.878, 1.834, 1.304]], "forces_ev_per_a": [[1.667, 3.006, 0.708], [1.021, -2.281, -1.864], [-0.907, 0.800, 0.119], [0.308, 0.523, 0.235], [1.500, -0.508, -3.365], [0.505, 0.426, 2.200], [-0.284, -2.910, -0.406], [0.621, -0.243, 0.162], [0.115, -0.229, -0.299], [-1.979, -0.727, -1.349], [0.313, 0.241, 0.223], [-0.582, 0.248, 0.475], [-0.235, 1.541, 1.611], [-1.854, 0.037, 1.302], [0.746, -0.410, 0.711], [0.218, 0.237, -0.437], [-0.520, 0.039, -0.639], [-0.654, 0.210, 0.613]], "nbo_charge": [-0.256, -0.239, 0.557, 0.652, -0.946, -1.109, -0.596, -0.715, -0.477, 1.470, 0.231, 0.240, 0.285, 0.249, 0.237, 0.240, 0.227, -0.049]}

=====

[2]
{"formula": "C11H21N2O3S", "method": "the ωB97M-V functional and the def2-TZVPD basis", "total_charge": 1, "e_homo_ev": -12.911, "homo_lumo_gap_ev": 8.1, "species": ["C", "C", "C", "C", "C", "C", "C", "N", "N", "C", "H", "H", "H", "H", "H", "H", "H", "H", "H", "H", "H", "H", "H", "O", "S", "O", "O", "C", "C", "C", "H", "H", "H", "H", "H", "H", "H", "H"], "positions_angstrom": [[1.548, -0.720, 1.006], [0.486, -1.065, -0.057], [-0.294, -2.338, 0.290], [1.035, -1.070, -1.498], [2.368, -1.726, -1.719], [2.860, -2.799, -0.999], [4.111, -3.344, -1.320], [4.875, -2.884, -2.287], [4.384, -1.861, -2.943], [3.216, -1.267, -2.729], [1.185, 0.076, 1.658], [1.754, -1.578, 1.654], [2.500, -0.393, 0.580], [-0.250, -0.258, -0.040], [0.344, -3.202, 0.491], [-0.990, -2.592, -0.514], [-0.906, -2.154, 1.176], [1.097, -0.044, -1.874], [0.317, -1.587, -2.148], [2.290, -3.220, -0.181], [4.519, -4.189, -0.776], [4.992, -1.515, -3.679], [2.974, -0.426, -3.368], [-1.305, 1.426, 1.290], [-2.485, 1.874, 1.980], [-3.644, 1.039, 1.954], [-2.846, 3.329, 1.478], [-2.958, 3.552, 0.049], [-4.268, 3.049, -0.515], [-2.090, 2.292, 3.640], [-2.097, 3.096, -0.443], [-2.873, 4.631, -0.055], [-4.332, 1.962, -0.476], [-4.358, 3.365, -1.555], [-5.107, 3.456, 0.047], [-1.223, 2.946, 3.643], [-1.874, 1.359, 4.155], [-2.954, 2.778, 4.086]], "forces_ev_per_a": [[-0.111, -0.074, 0.149], [-0.059, 0.055, 0.070], [-0.185, 0.206, -0.082], [-0.045, -0.040, -0.022], [0.053, -0.084, 0.003], [0.068, -0.039, 0.012], [-0.123, -0.037, 0.111], [0.031, -0.089, 0.079], [-0.186, 0.228, -0.106], [-0.010, 0.023, -0.012], [0.037, -0.033, -0.078], [0.061, 0.033, -0.085], [-0.058, 0.085, 0.013], [0.072, -0.052, -0.090], [-0.058, 0.007, 0.003], [0.082, -0.066, 0.055], [0.149, -0.087, 0.028], [0.046, -0.048, 0.038], [0.040, 0.084, 0.010], [0.066, 0.007, -0.068], [-0.025, 0.081, -0.054], [0.029, -0.043, 0.015], [0.068, -0.077, 0.028], [0.113, -0.063, -0.051], [-0.105, 0.146, 0.030], [0.024, -0.065, -0.013], [0.036, -0.072, 0.111], [-0.034, 0.060, -0.283], [-0.011, -0.077, 0.091], [0.028, 0.013, 0.018], [0.009, -0.032, 0.055], [-0.001, 0.004, 0.078], [0.013, 0.004, -0.001], [0.010, 0.024, -0.001], [0.000, 0.033, -0.025], [-0.005, 0.008, -0.005], [-0.010, -0.013, -0.016], [-0.009, -0.008, -0.004]], "nbo_charge": [-0.626, -0.239, -0.604, -0.442, 0.047, -0.138, 0.036, -0.137, -0.218, 0.080, 0.250, 0.208, 0.195, 0.259, 0.184, 0.215, 0.239, 0.233, 0.253, 0.261, 0.247, 0.441, 0.251, -0.981, 2.392, -0.928, -0.719, -0.074, -0.643, -0.886, 0.192, 0.203, 0.226, 0.222, 0.226, 0.254, 0.256, 0.264]}

=====

[3]
{"formula": "C26H25Cl2F6KN3O8S2Te", "method": "the ωB97M-V functional and the def2-TZVPD basis", "total_charge": -1, "e_homo_ev": -4.506, "homo_lumo_gap_ev": 6.5, "e_above_lowest_kj_mol": 192.4, "species": ["K", "C", "O", "C", "C", "C", "C", "C", "C", "O", "C", "O", "C", "H", "H", "H", "H", "H", "H", "H", "H", "H", "C", "Te", "C", "C", "C", "C", "C", "C", "C", "H", "H", "H", "H", "H", "H", "H", "H", "Cl", "C", "Cl", "H", "H", "F", "C", "F", "F", "S", "O", "O", "N", "S", "O", "O", "C", "F", "F", "F", "N", "C", "O", "C", "C", "C", "N", "C", "C", "H", "H", "H", "H", "H", "H"], "positions_angstrom": [[0.036, -1.287, -0.220], [6.738, -0.726, 3.687], [5.920, -0.414, 2.592], [4.564, -0.550, 2.736], [3.952, -1.010, 3.912], [2.588, -1.135, 3.952], [1.766, -0.807, 2.865], [0.337, -0.932, 2.929], [-0.320, -1.191, 4.278], [-0.407, -0.828, 1.943], [2.385, -0.318, 1.653], [1.727, 0.055, 0.634], [3.797, -0.211, 1.652], [7.759, -0.535, 3.352], [6.642, -1.778, 3.985], [6.518, -0.090, 4.553], [4.539, -1.270, 4.778], [2.145, -1.522, 4.858], [-0.029, -2.164, 4.665], [-1.397, -1.184, 4.131], [-0.043, -0.428, 5.001], [4.276, 0.152, 0.757], [-0.932, 3.822, 0.166], [-0.030, 1.864, 0.709], [0.927, 2.189, -1.169], [0.946, 3.648, -1.436], [1.844, 4.193, -2.341], [1.873, 5.559, -2.563], [0.994, 6.385, -1.880], [0.082, 5.840, -0.991], [0.044, 4.471, -0.760], [-1.150, 4.461, 1.025], [-1.869, 3.658, -0.376], [0.390, 1.672, -1.962], [1.931, 1.781, -1.125], [2.522, 3.529, -2.865], [2.584, 5.980, -3.261], [1.018, 7.455, -2.043], [-0.610, 6.483, -0.461], [0.441, -4.510, -0.591], [-0.855, -5.118, 0.466], [-1.511, -3.773, 1.405], [-0.445, -5.852, 1.161], [-1.660, -5.518, -0.150], [-0.294, -2.712, -5.001], [-0.656, -1.436, -4.886], [-1.959, -1.387, -5.212], [0.008, -0.736, -5.809], [-0.438, -0.726, -3.143], [-1.295, 0.411, -3.157], [-0.818, -1.820, -2.288], [1.069, -0.356, -3.027], [2.020, -1.552, -2.635], [2.164, -2.504, -3.688], [1.827, -2.072, -1.319], [3.656, -0.641, -2.613], [4.656, -1.507, -2.394], [3.761, 0.315, -1.701], [3.886, -0.081, -3.804], [-8.276, -0.874, -0.764], [-7.570, -0.827, 0.392], [-8.132, -0.755, 1.468], [-6.085, -0.878, 0.260], [-5.334, -0.826, 1.435], [-3.952, -0.861, 1.353], [-3.295, -0.942, 0.209], [-3.997, -0.988, -0.909], [-5.385, -0.962, -0.943], [-9.278, -0.808, -0.712], [-7.832, -0.891, -1.662], [-5.852, -0.759, 2.379], [-3.333, -0.821, 2.237], [-3.414, -1.045, -1.817], [-5.880, -1.009, -1.901]], "forces_ev_per_a": [[-1.851, -0.189, 0.936], [0.161, -0.057, 0.227], [-0.360, 0.056, -0.155], [-0.113, 0.062, -0.263], [0.341, -0.168, 0.422], [-0.122, 0.064, -0.103], [0.447, 0.080, -0.373], [-0.938, -0.013, -0.001], [-0.088, 0.015, -0.256], [-0.044, -0.081, 2.525], [0.014, 0.226, 0.179], [1.046, 0.316, 0.218], [0.356, -0.049, -0.030], [-0.064, -0.053, 0.106], [0.025, 0.116, -0.045], [0.032, -0.057, -0.071], [0.020, -0.067, 0.073], [-0.079, 0.031, 0.095], [0.067, -0.124, 0.115], [0.004, 0.012, 0.016], [0.056, 0.035, 0.101], [0.039, 0.053, -0.101], [-0.236, -0.316, 0.043], [-0.493, 1.548, -0.041], [0.183, -0.304, -0.041], [-0.030, 0.292, 0.076], [0.010, 0.041, -0.035], [0.085, 0.030, -0.092], [-0.031, 0.155, -0.028], [-0.025, 0.036, 0.048], [0.192, 0.035, -0.111], [0.059, -0.164, 0.034], [-0.007, -0.084, 0.112], [-0.055, 0.076, 0.179], [0.003, -0.071, 0.057], [0.067, 0.031, -0.024], [0.043, 0.034, -0.039], [0.002, 0.028, 0.000], [-0.029, 0.059, 0.022], [-0.237, -0.468, 0.189], [0.161, 0.092, -0.161], [-0.173, -0.023, 0.195], [-0.091, 0.111, -0.249], [0.237, -0.016, 0.113], [0.132, 0.097, 0.306], [-0.211, -0.150, -0.210], [-0.077, 0.181, 0.230], [0.115, 0.160, 0.258], [-0.943, -0.726, -1.506], [0.090, 0.590, -0.038], [-0.780, -0.540, -1.441], [0.020, 0.307, 0.195], [1.464, -0.237, -0.511], [0.243, -0.283, -0.393], [1.744, -0.574, -0.488], [0.471, 0.207, -0.219], [-0.407, -0.283, 0.075], [-0.406, -0.024, 0.176], [-0.274, -0.044, -0.186], [-0.098, -0.014, -0.239], [-0.388, -0.014, -0.075], [0.100, 0.001, 0.131], [0.800, 0.009, 0.167], [-0.244, -0.001, -0.212], [-0.146, 0.014, 0.189], [0.462, -0.058, -0.051], [-0.165, -0.017, -0.273], [-0.173, 0.031, 0.284], [0.064, 0.000, 0.031], [-0.039, 0.014, -0.012], [0.022, 0.011, 0.073], [0.057, 0.021, 0.174], [-0.018, -0.008, -0.190], [-0.001, 0.004, -0.107]], "mulliken_charge": [1.415, -0.919, -0.456, 0.816, -0.933, -1.138, 0.772, 0.643, -1.826, -0.182, -0.475, 0.252, -0.696, 0.263, 0.341, 0.348, 0.350, 0.313, 0.437, 0.214, 0.417, 0.518, -1.371, 0.211, -0.110, 0.444, -0.640, -0.616, -0.504, -0.675, 0.597, 0.490, 0.349, 0.066, 0.118, 0.475, 0.386, 0.370, 0.410, -0.060, -0.476, -0.068, 0.349, 0.315, -0.197, 0.431, -0.237, -0.229, 0.999, -0.668, -0.656, -0.283, 0.953, -0.707, -0.748, 0.486, -0.238, -0.134, -0.236, -0.293, 0.274, -0.652, 1.022, -0.726, -0.296, 0.098, -0.566, -0.686, 0.231, 0.153, 0.475, 0.372, 0.297, 0.226]}

=====

Copy entry 1 word for word.
{"formula": "C6H8NO2P", "method": "the ωB97M-V functional and the def2-TZVPD basis", "e_homo_ev": -7.766, "homo_lumo_gap_ev": 7.0, "e_above_lowest_kj_mol": 312.5, "species": ["C", "C", "C", "C", "C", "C", "N", "O", "O", "P", "H", "H", "H", "H", "H", "H", "H", "H"], "positions_angstrom": [[2.149, 0.940, -0.351], [2.571, 0.065, -1.201], [0.893, 0.515, 0.171], [1.496, -1.035, -1.180], [-1.455, -0.888, 1.684], [-2.189, 0.434, -0.814], [0.474, -0.552, -0.329], [0.100, 1.255, 0.915], [1.494, -2.091, -1.728], [-1.501, 0.655, 0.710], [2.570, 1.898, -0.128], [3.470, 0.001, -1.830], [-1.302, -1.694, 0.850], [-2.189, -1.239, 2.319], [-0.523, -0.770, 2.183], [-2.203, -0.601, -1.125], [-1.977, 1.274, -1.451], [-1.878, 1.834, 1.304]], "forces_ev_per_a": [[1.667, 3.006, 0.708], [1.021, -2.281, -1.864], [-0.907, 0.800, 0.119], [0.308, 0.523, 0.235], [1.500, -0.508, -3.365], [0.505, 0.426, 2.200], [-0.284, -2.910, -0.406], [0.621, -0.243, 0.162], [0.115, -0.229, -0.299], [-1.979, -0.727, -1.349], [0.313, 0.241, 0.223], [-0.582, 0.248, 0.475], [-0.235, 1.541, 1.611], [-1.854, 0.037, 1.302], [0.746, -0.410, 0.711], [0.218, 0.237, -0.437], [-0.520, 0.039, -0.639], [-0.654, 0.210, 0.613]], "nbo_charge": [-0.256, -0.239, 0.557, 0.652, -0.946, -1.109, -0.596, -0.715, -0.477, 1.470, 0.231, 0.240, 0.285, 0.249, 0.237, 0.240, 0.227, -0.049]}